No. 1
24
Properties=species:S:1:pos:R:3 method="wB97M-V/def2-TZVPD" largest_force_ev_per_a=3.61 multiplicity=3 lumo_ev="0.6 / -2.2" gap_ev="8.3 / 7.7"
C 3.98 1.40 0.54
C -1.79 0.26 -1.31
C -1.46 -2.53 0.09
C -2.71 -0.03 1.59
C 3.04 0.39 1.11
N 0.07 -0.13 1.16
O 1.48 0.79 -1.07
Si -1.41 -0.50 0.31
S 1.66 -0.12 0.02
Cl 2.50 -1.97 -0.85
H 3.53 2.46 0.43
H 4.86 1.47 1.19
H 4.11 0.90 -0.39
H -2.77 0.20 -1.70
H -1.39 1.22 -1.69
H -1.18 -0.33 -2.02
H -1.19 -2.75 -0.94
H -0.74 -2.85 0.85
H -2.43 -2.86 0.28
H -2.73 1.06 1.78
H -3.75 -0.30 1.41
H -2.41 -0.28 2.64
H 2.54 0.65 1.99
H 3.63 -0.61 1.33

No. 2
30
Properties=species:S:1:pos:R:3 method="wB97M-V/def2-TZVPD" largest_force_ev_per_a=0.91 e_above_lowest_ev=0.166 lumo_ev=-0.6 smiles="O=NOB(CCC(F)(F)C(F)(F)C(F)(F)C(F)(F)F)C(F)(F)C(F)(F)F" gap_ev=10.8
O 2.17 1.78 3.23
N 1.77 1.31 2.26
O 1.68 2.30 1.22
B 1.36 1.81 -0.05
C -0.09 1.92 -0.61
C -1.16 1.59 0.45
C -2.13 0.51 0.01
F -3.29 0.62 0.71
F -2.44 0.61 -1.30
C -1.56 -0.90 0.30
F -0.24 -0.92 -0.03
F -1.66 -1.11 1.63
C -2.23 -2.07 -0.46
F -3.56 -2.04 -0.19
F -2.05 -1.91 -1.79
C -1.68 -3.47 -0.10
F -1.69 -3.69 1.21
F -2.47 -4.38 -0.70
F -0.43 -3.61 -0.58
C 2.58 1.23 -0.94
F 3.45 2.26 -1.19
F 2.15 0.78 -2.15
C 3.41 0.10 -0.30
F 2.59 -0.79 0.29
F 4.22 0.60 0.63
F 4.13 -0.54 -1.22
H -0.21 2.97 -0.89
H -0.16 1.31 -1.50
H -1.76 2.47 0.65
H -0.73 1.27 1.39